19
Properties=species:S:1:pos:R:3:forces:R:3 method="wB97M-V/def2-TZVPD" e_tot_ev=-14679.8818 fmax_ha_per_bohr=0.0790 gap_ev="7.7 / 8.4" e_above_lowest_ev=4.2206
P -0.1644 1.5179 -0.1207 0.23 -0.93 0.20
C 0.5359 0.0318 -1.0712 -3.79 0.54 1.19
C 0.2903 0.2814 -2.5372 2.66 1.43 -1.97
C -2.3442 -2.2928 -0.0724 0.28 -1.53 0.12
C 0.1045 0.7255 1.5224 -0.02 2.42 2.64
C 1.4540 1.2337 2.1409 0.09 -1.42 -0.93
H -0.7148 0.4993 -2.9667 0.64 -0.31 0.87
H 0.7994 -0.4941 -3.1203 -0.63 -0.34 -0.11
H -0.5569 1.1077 2.3829 0.07 -0.30 -1.72
H -0.0072 -0.3192 1.6035 0.04 -1.41 -0.45
H -2.4921 -1.3157 -0.1739 -0.59 4.00 -0.43
H 1.4539 2.2718 1.9344 -0.11 1.44 0.90
H 1.0122 1.1691 -2.8525 -1.71 -1.22 0.64
H 1.5150 0.8994 3.1929 0.23 0.62 -0.51
H 2.3603 0.9682 1.5813 -0.16 -0.75 0.18
H -1.6813 -2.5763 0.6708 1.00 -1.00 1.10
H -0.2161 -0.7580 -0.6058 2.15 0.85 -1.15
H 1.5816 -0.0481 -0.8378 0.33 -0.65 0.21
H -2.9302 -2.9014 -0.6707 -0.71 -1.45 -0.77

129
Properties=species:S:1:pos:R:3:forces:R:3 method="wB97M-V/def2-TZVPD" e_tot_ev=-222406.7592 fmax_ha_per_bohr=0.0485 smiles="COP(=O)(OC)OC.COP(=O)(OC)OC.COP(=O)(OC)OC.COP(=O)(OC)OC.COP(=O)(OC)OC.COP(=O)(OC)OC.COP(=O)(OC)OC.ClC(Cl)Cl.ClC(Cl)Cl" gap_ev=10.3 e_above_lowest_ev=1.7909
Cl 4.2688 2.4497 -3.7452 -0.12 -0.05 -0.14
Cl 5.9330 1.2372 -1.7169 0.18 0.10 -0.06
Cl -2.9469 3.3054 -1.8698 -0.24 0.36 0.26
Cl -2.1159 5.4821 -0.0575 -0.28 -0.13 -0.42
Cl -3.2865 3.1080 0.9944 -0.08 -0.83 0.64
Cl 6.1406 4.0931 -2.2504 0.22 -0.03 -0.16
P -3.7711 -0.4115 4.2215 0.08 0.13 -0.49
P 0.4235 0.5606 -0.2264 -0.88 1.43 -1.16
P -3.9932 -3.4228 -0.7711 -0.26 1.15 1.10
P 0.2812 -3.1636 -4.2943 0.62 0.24 1.01
P 0.9035 -4.5793 1.0231 -1.00 -0.41 -0.80
P 1.8093 6.3178 -2.6073 -0.12 0.20 -0.05
P 4.7720 2.4785 1.7539 0.46 0.12 1.06
O 1.5198 5.6029 -1.2036 -0.12 0.54 -0.79
O -0.4885 -0.2097 -1.2935 -0.36 2.47 0.04
O 0.2764 -4.9930 2.4456 0.16 0.66 -1.12
O 1.7277 0.8231 -1.0651 -0.23 -0.22 0.48
O -2.6974 -3.2030 0.1326 -0.68 -0.38 -1.00
O -4.2297 -1.9767 -1.4366 -0.31 -0.90 0.98
O -0.2171 2.0186 -0.1383 -0.01 -0.70 -0.08
O 0.2956 -5.6487 -0.0373 0.83 0.53 0.80
O -3.9188 -4.5146 -1.7237 0.31 -0.64 -0.17
O 0.1328 -3.2483 0.6722 0.15 -0.61 1.04
O 0.2711 -1.7866 -3.4835 -0.04 -0.45 -0.27
O 1.6434 7.7832 -2.5962 -0.09 -1.10 -0.29
O 0.3945 -4.1735 -3.0548 -0.03 0.45 -0.27
O 0.6067 -0.1007 1.0579 0.00 0.08 1.01
O 3.5457 2.7619 2.7610 0.44 -0.38 -0.26
O -4.1287 0.9678 4.9550 0.80 -1.05 0.39
O 2.3574 -4.5026 0.9930 0.35 -0.25 -0.15
O -2.5496 -0.0402 3.2378 -0.63 -0.31 0.45
O 0.8398 5.5171 -3.6203 0.69 1.02 0.98
O -5.1853 -3.5139 0.2887 0.16 0.24 -0.64
O 6.0425 2.2768 2.7239 -0.75 -0.42 -0.20
O 4.9328 3.5446 0.7513 -0.20 -0.74 0.10
O -4.8659 -1.0471 3.4717 0.55 0.19 0.33
O 3.2955 5.8013 -2.9400 -1.09 0.09 0.30
O -1.2135 -3.3194 -4.8124 0.63 0.14 -0.24
O 4.5550 1.0047 1.2432 -0.28 1.26 -0.33
O -3.1423 -1.2606 5.4153 -0.09 0.84 -0.14
O 1.3712 -3.2036 -5.2712 -0.69 -0.53 -0.34
C 4.2988 -0.1329 2.0437 -0.25 -1.39 0.40
C -3.3046 4.1713 -0.3681 0.55 0.69 0.02
C -3.3282 -2.6754 5.4634 -0.40 -0.47 -0.55
C 0.9657 -6.0170 3.1413 -0.17 -0.77 1.36
C 6.5936 3.3660 3.4622 0.13 0.80 -1.24
C 0.8930 4.0997 -3.6599 -0.54 -1.01 -0.41
C -5.5531 -4.7589 0.8679 -0.34 -0.50 0.41
C -2.7125 -2.3237 1.2517 0.50 1.06 0.43
C 1.4563 6.3556 -0.0044 -0.15 -0.39 1.71
C 0.4645 -2.5381 -0.5167 -0.49 0.96 -0.21
C 0.4941 -0.5876 -4.2272 -0.07 0.82 0.41
C -1.8815 -0.4823 -1.0464 0.60 -1.51 0.39
C -2.2698 -2.9520 -3.9023 0.02 -0.11 -0.17
C -1.1198 -5.8140 -0.1281 -0.38 -0.35 -0.04
C 3.8534 6.1783 -4.1903 0.64 -0.32 -1.14
C 5.0695 2.6974 -2.1964 -0.01 0.32 0.27
C 2.6876 -0.2177 -1.2614 0.90 -0.36 -1.29
C -5.5309 -1.6849 -1.9618 -0.18 1.08 0.01
C 0.9049 -5.4990 -3.2515 0.02 -0.16 -0.65
C -1.4285 0.7077 3.7288 0.13 0.37 0.14
C -4.8150 1.9511 4.2189 -0.69 0.52 -1.30
C 0.4380 2.9948 0.6697 0.57 0.37 -0.11
C 3.0722 4.0912 2.9617 -0.19 0.45 -0.77
H -6.3051 -2.4087 -1.7155 0.35 -0.47 -0.40
H 0.4991 6.2689 0.5251 -0.28 -0.36 -0.68
H -3.5627 -1.6435 1.2558 -0.33 -0.40 0.11
H -1.9541 -1.5273 -1.3643 -0.35 0.55 0.07
H 4.3340 2.9455 -1.4395 -0.06 -0.24 -0.02
H -3.3537 -3.0828 4.4517 0.08 -0.05 0.03
H 1.3475 3.6078 -2.7981 0.38 0.38 -0.04
H -4.2733 4.6549 -0.3648 -0.02 -0.12 -0.55
H -1.8463 -1.6621 1.1806 0.10 -0.66 0.26
H 2.0090 -6.1656 2.8669 -0.07 0.32 -0.31
H -2.9648 -3.7826 -3.8867 -0.16 0.09 0.13
H 0.3541 -0.6541 -5.3052 -0.10 -0.43 0.04
H 5.8404 3.9417 4.0009 -0.04 -0.39 0.39
H 3.2923 6.9179 -4.7626 -0.12 0.33 0.55
H 4.7934 -0.9826 1.5677 0.39 0.24 0.18
H 2.1426 5.8537 0.6772 0.39 0.41 0.00
H -2.7319 -2.0351 -4.2645 -0.10 -0.03 -0.10
H -2.5129 -3.1408 6.0085 0.10 0.29 0.10
H -1.4526 1.7062 3.2878 -0.09 -0.03 -0.05
H -5.3622 -4.7154 1.9400 0.11 0.04 -0.03
H 0.1887 2.9406 1.7312 -0.36 -0.24 -0.12
H 3.5721 4.7841 2.2811 0.22 -0.04 0.18
H -1.4733 0.8176 4.8125 0.09 -0.10 -0.01
H 0.0955 -6.2168 -3.1255 -0.04 0.05 0.00
H 1.6977 -5.7336 -2.5461 -0.08 0.34 0.20
H -2.6301 0.0871 -1.5910 0.55 0.56 -0.11
H -1.6801 -5.1093 0.4856 0.26 -0.05 -0.07
H 0.1525 3.9548 0.2499 0.01 -0.01 0.17
H 3.6629 0.1717 -0.9960 -0.03 -0.02 0.19
H 2.6888 -0.4238 -2.3344 0.15 0.08 0.03
H 2.0224 4.1342 2.6664 -0.08 -0.15 0.37
H -2.0576 -0.4955 0.0307 -0.23 0.64 -0.50
H 1.5247 2.8933 0.5931 -0.01 0.01 -0.10
H 3.2113 4.4083 3.9920 -0.04 -0.17 0.07
H 4.8799 6.5012 -4.0335 -0.12 0.27 0.18
H 7.4071 2.9951 4.0743 -0.24 -0.13 0.25
H 1.5056 -0.2233 -4.0419 0.00 -0.13 -0.06
H -1.3782 -6.8286 0.1778 0.10 -0.04 0.05
H -0.5007 0.2309 3.4219 -0.12 -0.19 -0.04
H -5.7795 2.1388 4.6911 0.16 0.12 0.03
H -1.8895 -2.7535 -2.9025 0.00 -0.26 -0.06
H 1.6072 7.4319 -0.0294 0.54 -0.09 -0.78
H -5.9098 -0.7640 -1.5076 0.38 0.05 0.11
H -5.0391 -5.6174 0.4354 0.20 0.19 -0.13
H 1.3066 -5.5632 -4.2641 0.04 -0.22 0.05
H -4.2813 -2.9251 5.9276 0.03 0.14 0.14
H -4.2472 2.8750 4.0837 0.19 -0.09 0.66
H -5.0037 1.6400 3.1839 -0.16 -0.30 0.20
H -6.6213 -4.9261 0.7313 0.00 0.20 -0.10
H -0.4106 -2.5195 -1.1655 0.38 -0.78 -0.07
H -0.2021 0.1440 -3.8123 0.06 0.02 -0.13
H -2.6184 -2.8689 2.1886 -0.25 -0.23 -0.13
H 0.4380 -6.9741 3.0670 -0.01 0.15 -0.35
H 1.3669 3.8006 -4.5969 0.22 -0.07 0.22
H -1.4272 -5.6914 -1.1659 0.06 0.16 0.00
H -0.1254 3.7002 -3.6823 -0.06 0.35 -0.06
H -5.3793 -1.4689 -3.0170 -0.42 -0.43 -0.13
H 2.5326 -1.1993 -0.8111 -0.39 0.58 0.58
H 0.5597 -1.4812 -0.2431 0.53 -2.15 0.29
H 7.0110 4.0638 2.7288 0.16 0.01 0.15
H 3.2536 -0.4577 2.0607 -0.19 0.78 -0.16
H 4.6300 -0.0080 3.0733 0.21 0.07 -0.10
H 1.3576 -2.8763 -1.0321 -0.11 -0.45 0.07
H 3.9267 5.3283 -4.8760 -0.15 -0.31 0.39
H 0.9250 -5.7560 4.2037 0.13 0.09 -0.15

18
Properties=species:S:1:pos:R:3:forces:R:3 method="wB97M-V/def2-TZVPD" e_tot_ev=-9910.3670 fmax_ha_per_bohr=0.0349 smiles="CCNCC=O.O" gap_ev=9.7 e_above_lowest_ev=1.8748
O 0.0200 1.8835 -1.4291 0.07 -0.04 0.39
O 0.0565 2.2327 3.0261 0.40 -0.99 -0.61
N -0.7233 -1.0615 -0.6046 0.24 0.87 0.54
C -0.9916 1.2405 -1.4850 -0.40 -0.68 -1.08
C -1.4478 0.1775 -0.4851 -0.90 1.54 0.19
C 1.6029 -1.7367 -0.6962 0.67 -0.38 0.49
C 0.5428 -1.0363 0.1557 0.39 -0.44 -0.95
H -2.5262 0.0499 -0.6213 0.14 -0.33 -0.36
H 2.6016 -1.7687 -0.2307 -0.31 0.29 0.04
H 1.6909 -1.2316 -1.6484 0.01 0.15 -0.22
H 0.0329 3.1187 3.3740 0.34 0.45 -0.05
H 0.8453 0.0166 0.2457 -0.20 -0.32 0.14
H 0.4756 -1.4825 1.1560 -0.16 0.12 -0.09
H -1.4202 0.7672 0.4507 0.49 -0.77 0.47
H -1.6778 1.3581 -2.3627 0.20 0.15 0.17
H 1.3830 -2.7855 -0.9035 -0.37 0.03 0.04
H -1.3292 -1.8448 -0.4284 0.16 -0.18 0.26
H 0.8648 2.1029 2.4868 -0.76 0.53 0.61

76
Properties=species:S:1:pos:R:3:forces:R:3 method="wB97M-V/def2-TZVPD" e_tot_ev=-55493.0785 fmax_ha_per_bohr=0.1435 gap_ev="4.2 / 3.9" spin_multiplicity=4 total_charge=+2
Re 1.2964 -0.5777 -0.4821 -7.34 -0.57 -0.50
P 0.3434 -3.0606 3.7925 -0.72 -0.53 -0.09
P -1.3909 -0.8371 -4.6907 0.41 -0.13 0.17
F -1.3217 -0.9827 0.8882 0.46 0.07 -1.31
F -1.5868 0.1425 -1.0228 0.50 -1.11 0.66
F -1.3224 -2.0694 -1.0426 1.02 1.63 0.80
C -0.9047 -0.9144 -0.4344 -1.46 1.11 0.28
C 2.8879 -3.0354 -0.7889 -0.51 -0.53 0.16
C 1.1455 2.6394 1.5655 0.09 -0.02 0.23
C -0.5438 0.1382 -6.0157 0.22 -0.17 0.21
C 3.0473 -2.3128 -2.1191 -0.08 0.24 -0.47
C -3.1841 -0.5814 -4.9664 -0.47 -0.22 -0.07
C -1.1675 -2.5086 4.7033 0.25 0.48 0.08
C -0.4737 -4.3521 2.7309 0.36 0.20 -0.12
C 2.4428 -1.0928 0.9473 1.73 -1.65 2.07
C 3.5019 3.1985 0.6876 0.43 -0.09 -0.02
C 4.1686 -0.0602 -0.5603 0.36 0.42 0.41
C 1.2790 3.3021 -0.6365 -0.04 -0.23 0.44
C 1.9021 -2.2774 0.1143 2.62 -1.92 1.29
C -0.1753 2.7158 1.0541 -0.36 0.09 -0.06
C -1.2293 3.4071 -1.2081 -0.69 -0.05 0.00
C 1.1124 -4.1721 5.0363 0.42 0.17 -0.07
C 2.2771 -0.9786 -2.0931 2.88 -0.59 -1.41
C 1.4929 2.2633 2.9511 0.18 -0.23 0.22
C -0.1028 3.1383 -0.3033 0.33 -0.02 -0.19
C 1.8120 3.6820 -1.9499 -0.08 0.28 -0.61
C -1.4115 2.4657 1.8181 -0.15 -0.36 0.23
C 3.9146 -0.7563 0.7960 0.20 0.63 0.36
C 2.8622 0.1858 -1.3220 2.71 1.62 -1.99
C -1.1063 -2.5668 -5.2796 0.02 0.03 0.54
C 2.0457 3.0279 0.5373 -0.12 0.12 -0.06
H 0.2872 0.6605 -5.5364 0.05 0.02 -0.12
H -0.1134 -0.5171 -6.7887 -0.40 0.38 0.04
H 1.3970 -3.5870 5.9180 0.02 -0.14 -0.13
H -2.1987 2.0490 1.1821 0.10 0.09 0.11
H -1.7966 3.3983 2.2569 0.08 -0.10 -0.10
H -3.4019 0.4985 -4.9982 0.06 -0.39 0.00
H 0.8480 1.4505 3.3112 0.14 0.20 -0.03
H -0.8022 -5.2082 3.3446 0.04 0.33 -0.37
H 1.0046 3.7857 -2.6836 0.24 0.06 0.13
H 2.5143 2.9324 -2.3410 -0.05 0.29 0.12
H 0.2672 -4.6859 1.9857 -0.40 -0.18 0.19
H -3.5955 -1.0716 -5.8703 0.33 0.33 0.32
H -2.1876 3.1780 -0.7204 0.31 0.10 -0.26
H 2.6489 -2.9354 -2.9226 -0.01 0.17 0.02
H 2.3595 4.6352 -1.8944 -0.09 -0.21 -0.03
H 4.6644 0.8988 -0.3907 -0.11 -0.11 -0.01
H 4.8883 -0.6351 -1.1551 -0.39 0.05 -0.15
H 2.0595 -1.0375 1.9706 -0.34 -0.29 -0.03
H 4.0032 3.2331 -0.2842 -0.04 0.03 0.17
H -2.0301 -2.5116 4.0233 0.20 0.01 0.26
H -0.9814 -1.4731 5.0271 -0.30 -0.34 0.12
H 4.5542 -1.6382 0.9431 -0.35 0.12 -0.12
H -1.6123 -2.8047 -6.2149 -0.01 0.09 -0.05
H 2.0278 -4.5817 4.5861 -0.21 -0.04 0.28
H -0.0188 -2.7119 -5.4119 -0.48 -0.05 0.13
H 2.5374 1.9446 3.0310 -0.18 0.10 0.04
H 3.8517 -3.2061 -0.2887 -0.37 0.05 -0.01
H 4.1881 -0.0785 1.6080 -0.02 -0.02 -0.01
H 2.4380 -4.0111 -0.9835 0.23 -0.03 0.17
H 2.8337 1.1567 -1.8165 -0.06 -0.34 -0.23
H 1.9684 -0.6986 -3.0890 -0.81 0.38 -0.08
H 0.4493 -4.9896 5.3458 0.10 0.22 -0.12
H 3.7339 4.1427 1.2092 -0.11 -0.22 -0.10
H 1.2980 -2.9528 0.7150 -0.64 0.34 0.19
H -1.2238 1.7700 2.6470 -0.13 0.21 -0.20
H 3.9407 2.3879 1.2885 -0.10 0.27 -0.12
H -1.2020 0.9076 -6.4166 0.00 -0.15 -0.29
H -1.3308 -3.8942 2.2085 0.33 -0.29 0.14
H -1.1659 2.8154 -2.1335 0.04 0.13 0.19
H -1.2456 4.4679 -1.4989 0.05 -0.18 0.01
H -1.4822 -3.2399 -4.4879 0.28 0.11 -0.43
H 4.1059 -2.1453 -2.3626 -0.30 0.07 -0.01
H -1.3697 -3.1371 5.5817 -0.03 0.17 -0.30
H 1.3516 3.1117 3.6404 0.01 -0.15 -0.18
H -3.7146 -1.0073 -4.0967 0.16 0.21 -0.33